Molecular formula: C4H15N2O
Method: DFT, ωB97M-V/def2-TZVPD

Each atom is followed by the atoms it is bonded to, with distances in Å.
Atoms and positions in Å:
1 N -1.0843 0.6180 0.3861  C2 1.468, H7 1.010, H8 1.012
2 C -0.6473 1.1344 -0.9163  N1 1.468, C3 1.491, H10 1.083, H11 1.112
3 C 0.7918 0.8536 -1.1878  C2 1.491, N4 1.497, H12 1.157, H13 1.079
4 N 1.0305 -0.2516 -0.2062  C3 1.497, C5 1.485, C6 1.467, H9 1.058
5 C 1.3852 -1.5849 -0.7549  N4 1.485, H14 1.092, H15 1.081, H16 1.109
6 C 1.9394 0.1955 0.8543  N4 1.467, H17 1.071, H18 1.188, H19 1.067
7 H -1.2335 1.3985 1.0092  N1 1.010
8 H -2.0395 0.2947 0.3017  N1 1.012
9 H 0.1077 -0.2730 0.3102  N4 1.058
10 H -1.2169 0.5801 -1.6518  C2 1.083
11 H -0.9269 2.2009 -1.0602  C2 1.112
12 H 0.9688 0.6864 -2.3186  C3 1.157
13 H 1.5150 1.6260 -0.9763  C3 1.079
14 H 0.8984 -1.7770 -1.7133  C5 1.092
15 H 2.4049 -1.7866 -1.0519  C5 1.081
16 H 1.1149 -2.3494 0.0011  C5 1.109
17 H 2.9732 0.0019 0.6546  C6 1.071
18 H 1.9215 1.3648 1.0614  C6 1.188
19 H 1.5587 -0.1423 1.7917  C6 1.067
20 H -4.5336 -0.7002 1.8507  O22 1.030
21 H -3.2663 -1.1473 2.2579  O22 1.004
22 O -3.6616 -0.9424 1.3585  H20 1.030, H21 1.004

Computed properties:
Net charge = +1
M = 107.2 g/mol
Energy above the lowest of the compared OMol25 structures with the same formula, charge and spin = 2.281 eV
Total energy = -9411.381 eV
Spin multiplicity = 1